17
Properties=species:S:1:pos:R:3 method="wB97M-V/def2-TZVPD" e_above_lowest_kj_mol=199.9 homo_ev=-9.8533 orbital_gap_ev=10.89
H -0.947 0.537 1.612
H 1.490 -1.193 2.487
H -0.093 -1.952 0.699
O -0.927 -0.423 1.695
C 0.107 -0.886 0.848
C 1.474 -0.704 1.508
H 0.723 -0.823 -1.210
H -1.995 0.374 -0.443
H -0.948 2.423 -1.409
H -1.649 -0.471 -2.011
C -0.483 1.438 -1.539
H -0.012 1.395 -2.527
C 0.073 -0.241 -0.533
O 0.472 1.145 -0.505
H 1.696 0.360 1.639
H 2.269 -1.138 0.896
C -1.249 0.158 -1.208



17
Properties=species:S:1:pos:R:3 method="wB97M-V/def2-TZVPD" e_above_lowest_kj_mol=197.9 homo_ev=-9.7394 orbital_gap_ev=10.61
C -0.873 -1.042 -0.739
H 2.264 -0.238 -0.774
H -2.355 1.423 -0.604
H -0.020 1.576 -1.032
C 1.704 -0.688 0.057
C 0.224 -0.336 0.061
O 2.271 -0.323 1.316
H 0.215 1.749 0.720
H 1.822 -1.776 -0.018
H -0.102 -0.650 1.047
C -0.234 1.115 -0.055
H 2.607 0.578 1.258
C -1.755 0.879 0.130
O -2.004 -0.543 -0.048
H -0.758 -2.127 -0.635
H -0.934 -0.806 -1.815
H -2.072 1.208 1.128



17
Properties=species:S:1:pos:R:3 method="wB97M-V/def2-TZVPD" e_above_lowest_kj_mol=159.2 homo_ev=-9.5282 orbital_gap_ev=10.38
H 1.962 -2.053 0.791
H 0.306 -2.385 1.354
C 0.572 0.625 1.093
H -2.205 1.639 -2.152
C 0.957 -1.627 0.900
H 1.416 1.102 0.557
H 0.070 1.680 -1.340
H -1.266 2.016 -0.219
C -0.825 1.244 -0.869
H -1.334 -0.258 0.549
H 0.167 1.348 1.808
O -1.766 0.839 -1.840
H -0.211 -1.870 -0.948
C -0.425 0.110 0.055
C 0.376 -1.107 -0.430
H 1.184 -0.789 -1.100
O 1.021 -0.514 1.792



17
Properties=species:S:1:pos:R:3 method="wB97M-V/def2-TZVPD" e_above_lowest_kj_mol=137.3 homo_ev=-9.7824 orbital_gap_ev=10.83
H -0.995 1.738 2.152
H -1.559 0.075 2.281
H 0.533 -0.915 -2.192
O -1.346 0.415 -1.331
C 0.955 -0.381 -1.330
H -2.088 1.083 0.914
H -1.505 -0.539 -1.288
H 2.065 -1.011 0.420
H 1.189 -2.372 -0.340
C 1.149 -1.306 -0.114
C -0.052 0.349 0.758
H 1.888 0.076 -1.678
H 0.870 0.692 1.267
C -0.063 0.647 -0.780
H 0.178 1.682 -1.035
C -1.247 0.844 1.568
O 0.028 -1.076 0.726



17
Properties=species:S:1:pos:R:3 method="wB97M-V/def2-TZVPD" e_above_lowest_kj_mol=163.9 homo_ev=-8.8263 orbital_gap_ev=9.59
O -1.441 -1.186 -0.398
C -0.434 1.047 1.030
H -1.120 0.427 -1.534
H -0.467 -1.581 -2.798
C -0.507 -0.342 -1.048
H 1.697 0.696 2.259
H -0.942 -1.777 0.181
O 1.034 0.869 2.939
C 0.399 0.364 -0.027
H -0.834 1.651 3.013
H 0.863 -1.912 -1.676
H -1.402 1.427 0.720
H 0.916 -0.467 -2.706
H 1.075 -0.390 0.413
H 1.039 1.079 -0.563
C -0.129 1.208 2.316
C 0.254 -1.114 -2.120



17
Properties=species:S:1:pos:R:3 method="wB97M-V/def2-TZVPD" e_above_lowest_kj_mol=479.4 homo_ev=-9.5835 orbital_gap_ev=10.19
C -0.429 -1.820 0.137
C 1.341 0.392 -0.813
C -1.960 1.604 0.977
H 3.425 0.562 0.040
C 2.526 -0.059 -0.003
H -3.047 1.658 1.134
H 2.371 -0.644 0.913
H 0.219 -2.694 -0.055
H -1.860 0.238 -0.409
O -1.630 1.179 -0.326
H -0.065 -1.105 0.897
H -1.547 2.608 1.107
O -1.481 -1.668 -0.441
C 2.032 -0.579 -1.318
H 0.477 1.045 -0.838
H 2.193 -1.292 -2.112
H -1.529 0.957 1.756



17
Properties=species:S:1:pos:R:3 method="wB97M-V/def2-TZVPD" e_above_lowest_kj_mol=148.7 homo_ev=-9.8358 orbital_gap_ev=10.78
H -2.475 -0.283 0.939
C 1.935 1.174 0.197
H 2.009 -0.754 -0.665
H 2.368 -0.698 1.044
H 3.000 1.475 0.276
H -2.423 0.936 -0.329
H -0.743 -1.461 -1.134
H -3.018 -0.648 -0.724
H -0.297 1.262 -0.915
C -0.808 -0.528 -0.548
C 0.218 -0.695 0.625
O 1.094 2.039 0.074
H -0.096 -0.102 1.493
C 1.670 -0.310 0.284
C -2.259 -0.136 -0.123
H 0.237 -1.741 0.968
O -0.412 0.469 -1.464



17
Properties=species:S:1:pos:R:3 method="wB97M-V/def2-TZVPD" e_above_lowest_kj_mol=233.3 homo_ev=-10.0489 orbital_gap_ev=10.98
C -1.528 1.852 0.393
H -0.212 0.222 -2.129
H 0.389 -1.964 -1.179
C 1.499 -1.266 0.568
H -1.663 2.413 -0.528
C -2.324 0.836 0.719
H 2.788 -0.102 -0.235
H -0.593 -1.120 0.002
C 0.396 -1.125 -0.474
H -3.146 0.520 0.080
O 1.235 1.064 -1.004
H 1.294 -0.589 1.413
H -0.701 2.162 1.027
H 1.500 -2.294 0.945
O 2.776 -1.037 0.022
C 0.478 0.150 -1.261
H -2.186 0.279 1.642